1.
Here is the molecule C2HO3P from OMol25. Energies are from ωB97M-V/def2-TZVPD.

Calculated values
Spin multiplicity: 1
SMILES: O=POC#CO
Energy above the lowest of the compared OMol25 structures with the same formula, charge and spin: 0.7547 eV
Frontier orbital gap: 9.48 eV
Molar mass: 104.0 g mol⁻¹
DFT total energy: -643.78028 Ha

XYZ file:
```
7
Properties=species:S:1:pos:R:3:forces:R:3
C -0.925736 -0.742433 0.448844 -0.06 -1.07 -0.31
C -0.035317 -0.517124 -0.331610 4.13 4.54 -1.66
O 2.456701 2.279779 -1.182817 0.86 0.90 -0.32
O -1.962781 -1.376179 0.863755 -1.68 0.63 -0.08
O 1.021251 0.399582 -0.842539 -2.95 -2.44 1.53
P 1.242620 2.019068 -0.444181 -0.82 -1.86 -0.01
H -1.796739 -2.062693 1.488548 0.51 -0.70 0.85
```
Forces are in eV/Å.

2.
Here is a cluster of 2 separate species, C2HO3S2 in total from OMol25. Energies are from ωB97M-V/def2-TZVPD.

Calculated values
Net charge: -1
Spin multiplicity: 1
Energy above the lowest of the compared OMol25 structures with the same formula, charge and spin: 0.3750 eV
Frontier orbital gap: 7.09 eV
Molar mass: 137.2 g mol⁻¹
DFT total energy: -1098.97726 Ha

XYZ file:
```
8
Properties=species:S:1:pos:R:3:forces:R:3
C -1.425570 0.481659 -0.794541 3.41 2.32 -0.42
C 1.577181 -0.604326 1.479897 -1.18 2.72 0.37
O -1.853418 -0.591700 -0.570233 -2.23 -4.76 0.85
O -1.852793 1.605709 -0.739858 -1.03 2.22 -0.18
O 0.028523 0.454267 -1.126143 0.17 -0.08 -0.05
S 2.509117 -1.486196 0.634721 0.56 -1.14 -0.19
S 0.710265 0.590438 2.025662 0.63 -1.57 -0.07
H 0.306694 -0.449851 -0.909505 -0.33 0.30 -0.32
```
Forces are in eV/Å.

3.
Here is a cluster of 2 separate species, C2HO3S2 in total from OMol25. Energies are from ωB97M-V/def2-TZVPD.

Calculated values
Net charge: -1
Spin multiplicity: 1
Energy above the lowest of the compared OMol25 structures with the same formula, charge and spin: 0.4855 eV
Frontier orbital gap: 7.46 eV
Molar mass: 137.2 g mol⁻¹
DFT total energy: -1098.97320 Ha

XYZ file:
```
8
Properties=species:S:1:pos:R:3:forces:R:3
C -0.606802 0.966568 -0.571397 -2.29 -3.14 0.66
C -3.943106 -0.194661 -0.114551 -0.50 0.09 0.80
O -1.815570 0.802390 -0.760551 -0.72 0.54 -0.26
O 0.138101 1.798963 -0.972105 2.88 2.06 -0.63
O -0.130275 -0.154297 0.249650 -2.07 0.90 0.75
S -4.263218 1.091920 0.697660 -0.09 -0.06 -0.22
S -3.865367 -1.610687 -0.742482 0.14 -0.15 -0.34
H 0.709870 -0.419772 -0.004433 2.64 -0.25 -0.77
```
Forces are in eV/Å.

4.
Here is a structure of composition C2HO3Tl from OMol25. Energies are from ωB97M-V/def2-TZVPD.

Calculated values
Net charge: -1
Spin multiplicity: 2
Frontier orbital gap (alpha / beta): 5.76 / 6.64 eV
Molar mass: 277.4 g mol⁻¹
<S²>: 0.75
DFT total energy: -474.95555 Ha

XYZ file:
```
7
Properties=species:S:1:pos:R:3:forces:R:3
O 1.968219 1.779215 0.641891 -0.35 -0.48 0.63
C -0.813904 -1.678377 -0.748528 1.82 0.37 0.16
O 0.219078 -0.945823 -0.567805 -1.02 -1.43 -0.60
C 0.979326 1.358240 1.228242 1.12 0.77 -0.72
O -0.236022 1.603345 1.047784 -0.05 0.17 1.00
H -0.505792 -2.675917 -1.185920 -0.04 -0.18 0.17
Tl -1.610905 0.559320 -0.415664 -1.49 0.78 -0.63
```
Forces are in eV/Å.

5.
Here is a cluster of 2 separate species, C2HO4P in total from OMol25. Energies are from ωB97M-V/def2-TZVPD.

Calculated values
Spin multiplicity: 1
SMILES: O=CP=O.O=C=O
Energy above the lowest of the compared OMol25 structures with the same formula, charge and spin: 0.3606 eV
Frontier orbital gap: 9.08 eV
Molar mass: 120.0 g mol⁻¹
DFT total energy: -719.09775 Ha

XYZ file:
```
8
Properties=species:S:1:pos:R:3:forces:R:3
C 3.025053 -0.027234 2.611951 1.04 0.40 0.55
C 0.185091 0.760349 -0.022588 -0.45 -0.26 0.38
O 4.128096 -0.222351 2.912845 -0.90 -0.14 -0.40
O 0.510605 1.870788 -0.217138 0.74 1.54 -0.20
O 1.922012 0.252648 2.364401 0.26 -0.01 0.17
O 1.294186 -1.555495 0.046911 1.31 -1.29 -1.03
P 0.373510 -0.781531 0.857628 -0.84 -0.31 1.69
H -0.733753 0.320059 -0.473642 -1.17 0.07 -1.16
```
Forces are in eV/Å.

6.
Here is the molecule C2HO4P from OMol25. Energies are from ωB97M-V/def2-TZVPD.

Calculated values
Spin multiplicity: 1
SMILES: O=c1oo[pH]c1=O
Energy above the lowest of the compared OMol25 structures with the same formula, charge and spin: 3.0692 eV
Frontier orbital gap: 9.14 eV
Molar mass: 120.0 g mol⁻¹
DFT total energy: -718.99822 Ha

XYZ file:
```
8
Properties=species:S:1:pos:R:3:forces:R:3
C -0.809575 -0.449900 0.785190 3.32 -1.11 -0.04
C 0.788193 -0.386864 0.300050 -0.37 1.06 0.10
O -1.270493 -1.223028 1.555103 -0.23 -0.35 0.26
O 1.726399 -0.951653 0.752867 -0.78 -0.54 0.19
O -1.438404 0.555384 0.285079 -1.71 1.18 -0.64
O -0.732579 1.358257 -0.696667 0.05 0.40 -0.23
P 0.888387 1.039056 -0.940040 -0.11 -1.18 -0.28
H 0.848073 0.058748 -2.041582 -0.17 0.54 0.64
```
Forces are in eV/Å.

7.
Here is a cluster of 2 separate species, C2N2O6S2 in total from OMol25. Energies are from ωB97M-V/def2-TZVPD.

Calculated values
Net charge: -2
Spin multiplicity: 1
Frontier orbital gap (alpha / beta): 5.96 / 5.95 eV
Molar mass: 212.2 g mol⁻¹
DFT total energy: -1433.42020 Ha

XYZ file:
```
12
Properties=species:S:1:pos:R:3:forces:R:3
C -2.732874 -1.740191 -1.252706 0.36 -3.13 -0.52
C 2.012229 2.150943 0.601070 0.13 1.03 1.27
N -2.877204 -2.897038 -1.099032 0.11 1.08 -0.32
N -2.948387 -0.452585 -1.413258 -0.27 3.62 0.14
O 1.763263 2.409129 -0.521977 0.01 0.40 -0.49
O -2.758468 0.218516 -2.484264 0.19 -1.84 1.31
O 2.435053 2.430537 1.690513 -0.25 0.23 -1.04
O 2.498869 -0.466716 -0.242251 -1.04 0.17 1.04
O 2.172403 -0.248729 2.215409 -0.38 -0.12 -0.84
O 0.180438 -1.037670 0.874876 0.16 1.03 -0.43
S -1.400178 -0.410825 0.762407 0.73 0.13 -0.43
S 1.654856 0.044629 0.869213 0.25 -2.60 0.33
```
Forces are in eV/Å.

8.
Here is a structure of composition C2N2S2 from OMol25. Energies are from ωB97M-V/def2-TZVPD.

Calculated values
Spin multiplicity: 1
Energy above the lowest of the compared OMol25 structures with the same formula, charge and spin: 1.8202 eV
Frontier orbital gap: 6.40 eV
Molar mass: 116.2 g mol⁻¹
DFT total energy: -981.98991 Ha

XYZ file:
```
6
Properties=species:S:1:pos:R:3:forces:R:3
C -1.144059 0.919800 1.549528 0.44 -0.03 0.42
C 1.221260 -0.789360 -1.647396 -2.63 0.54 0.57
N -1.620161 1.946425 1.795159 -0.09 -0.28 -0.20
N 2.273659 -1.238169 -1.679525 1.22 -0.27 -0.25
S -0.306652 -0.532601 1.399415 -0.50 0.60 -2.84
S -0.424047 -0.306095 -1.417181 1.57 -0.56 2.29
```
Forces are in eV/Å.